(1)
The following is a quantum chemistry calculation of C38H65F18NO15Si2 as an isolated structure, from the Open Molecules 2025 dataset.

ORCA input file:
```
! wB97M-V def2-TZVPD RIJCOSX def2/J DEFGRID3
* xyz 0 1
C 0.737 -5.631 1.660
C -0.269 -5.353 0.480
C -0.540 -3.793 0.418
N -0.043 -3.273 -0.890
Si -0.647 -1.618 -1.213
C -2.087 -1.593 -2.462
C -3.508 -1.868 -1.829
C -4.564 -0.949 -2.548
C -5.241 0.079 -1.558
O -4.911 1.405 -2.015
O -0.963 -0.821 0.276
Si -1.321 0.859 0.056
C -0.617 1.857 1.505
C 0.885 2.299 1.358
C 1.844 1.193 0.787
C 2.193 1.467 -0.728
C 3.728 1.361 -1.043
C 3.848 0.668 -2.448
O 3.230 1.478 -3.444
C 2.185 0.793 -4.127
H 0.606 -4.895 2.472
H 1.760 -5.489 1.246
H 0.611 -6.682 1.977
H 0.225 -5.664 -0.463
H -1.205 -5.942 0.556
H 0.030 -3.287 1.230
H -1.627 -3.587 0.518
H 0.959 -3.130 -0.745
H 0.475 -0.915 -1.866
H -2.026 -0.640 -3.025
H -1.893 -2.409 -3.195
H -3.765 -2.921 -2.075
H -3.489 -1.733 -0.739
H -5.355 -1.562 -3.024
H -4.108 -0.318 -3.341
H -6.336 -0.077 -1.563
H -4.794 -0.036 -0.549
H -4.783 1.974 -1.256
H -0.784 1.312 -1.236
H -2.794 0.950 0.117
H -0.758 1.371 2.496
H -1.218 2.801 1.566
H 1.000 3.212 0.746
H 1.246 2.544 2.383
H 1.511 0.155 0.979
H 2.810 1.309 1.335
H 1.675 0.691 -1.327
H 1.801 2.444 -1.082
H 4.101 2.402 -1.165
H 4.293 0.819 -0.256
H 3.352 -0.321 -2.360
H 4.914 0.488 -2.714
H 2.098 1.228 -5.146
H 1.204 0.984 -3.630
H 2.365 -0.294 -4.237
C -4.683 0.873 -6.266
C -3.987 2.093 -5.698
O -2.964 2.569 -6.591
C -3.391 3.274 -7.636
O -4.531 3.536 -7.870
C -2.205 3.746 -8.472
F -1.338 2.758 -8.711
F -1.530 4.719 -7.849
F -2.585 4.225 -9.651
H -3.955 0.095 -6.507
H -5.403 0.475 -5.550
H -5.212 1.112 -7.189
H -3.484 1.827 -4.768
H -4.694 2.891 -5.467
C -7.771 -1.651 4.725
C -6.718 -0.566 4.636
O -5.434 -1.115 4.293
C -5.260 -1.417 3.009
O -6.072 -1.259 2.149
C -3.849 -1.949 2.779
F -3.512 -2.880 3.674
F -2.943 -0.972 2.871
F -3.714 -2.505 1.584
H -7.460 -2.429 5.424
H -8.722 -1.235 5.057
H -7.926 -2.133 3.759
H -6.595 -0.090 5.608
H -6.998 0.214 3.926
C 7.220 4.059 -3.828
C 6.753 4.795 -2.593
O 7.445 4.326 -1.423
C 8.680 4.795 -1.256
O 9.230 5.560 -1.986
C 9.278 4.249 0.038
F 9.101 2.930 0.153
F 8.713 4.816 1.109
F 10.584 4.476 0.118
H 7.115 2.982 -3.686
H 6.639 4.362 -4.699
H 8.273 4.251 -4.038
H 5.695 4.590 -2.431
H 6.863 5.875 -2.694
C 2.551 1.059 4.675
C 3.793 0.347 5.173
O 3.492 -1.005 5.562
C 3.360 -1.875 4.564
O 3.480 -1.614 3.406
C 3.081 -3.273 5.111
F 2.124 -3.268 6.043
F 4.169 -3.805 5.676
F 2.688 -4.104 4.153
H 1.759 1.017 5.427
H 2.770 2.103 4.450
H 2.160 0.588 3.772
H 4.171 0.838 6.055
H 4.591 0.359 4.428
C -5.068 -6.437 -5.286
C -6.563 -6.228 -5.152
O -6.894 -4.830 -5.145
C -6.897 -4.232 -6.335
O -6.659 -4.766 -7.373
C -7.300 -2.768 -6.185
F -6.633 -2.165 -5.196
F -8.602 -2.645 -5.911
F -7.071 -2.068 -7.290
H -4.535 -5.896 -4.503
H -4.821 -7.497 -5.216
H -4.701 -6.062 -6.242
H -6.906 -6.627 -4.198
H -7.116 -6.745 -5.937
C 7.062 2.847 10.795
C 7.171 2.720 9.289
O 5.891 2.440 8.697
C 5.073 3.484 8.570
O 5.327 4.601 8.897
C 3.775 3.052 7.894
F 3.270 1.941 8.437
F 3.965 2.796 6.591
F 2.832 3.981 7.975
H 6.602 1.954 11.221
H 8.048 2.984 11.240
H 6.437 3.694 11.077
H 7.814 1.878 9.036
H 7.611 3.611 8.839
*
```

HOMO level, Ha: -0.3406
Kohn-Sham gap, eV: 9.69

Löwdin atomic charge list, values in e, 6 entries: number 1, C, carries -0.12; number 2, C, carries -0.23; number 3, C, carries -0.28; number 4, N, carries -0.13; number 5, Si, carries 0.46; number 6, C, carries -0.25

***

(2)
The following is a quantum chemistry calculation of a 3-piece molecular cluster, C38H68B2N8O12PS4 overall, from the Open Molecules 2025 dataset.

ORCA input file:
```
! wB97M-V def2-TZVPD RIJCOSX def2/J DEFGRID3
* xyz 1 3
C 1.026 -5.957 0.576
C -0.476 -6.029 -0.077
S -0.858 -4.607 -1.278
C -0.710 -3.072 -0.216
C -0.932 -1.647 -1.059
O -0.870 -0.670 0.063
B -2.218 -0.278 0.514
O -3.119 0.695 -0.147
O -2.736 -0.868 1.800
N -2.204 -1.627 -1.933
C -1.953 -0.621 -3.077
N -2.875 0.213 -3.704
C -4.346 0.199 -3.238
C -4.791 1.786 -2.952
C -6.431 1.917 -2.702
O -7.129 2.395 -3.770
N -7.114 1.586 -1.380
C -8.047 0.400 -1.498
C -9.148 0.133 -2.683
C -10.134 -1.200 -2.744
C -9.992 -2.294 -1.505
C -8.932 -2.081 -0.255
C -7.983 -0.740 -0.280
O -2.395 1.030 -4.658
B -3.040 0.811 -5.966
O -3.849 -0.356 -6.370
O -2.794 1.876 -7.003
N -0.464 -0.792 -3.283
C 0.029 -1.240 -4.634
S -0.672 -2.879 -5.236
O -0.128 -4.125 -4.483
O -2.246 -2.875 -5.357
C 0.323 -1.157 -2.052
C 0.958 0.319 -1.599
C 2.078 0.901 -2.645
S 3.838 0.925 -1.982
C 4.874 0.226 -3.402
N 4.517 0.824 -4.778
N 5.364 0.160 -5.684
C 6.225 -0.825 -4.894
O 5.938 -0.790 -3.421
P 1.839 -2.308 -2.149
S 2.969 -2.248 -0.518
H 0.998 -6.073 1.763
H 1.690 -6.869 0.196
H 1.617 -4.970 0.361
H -0.582 -7.050 -0.639
H -1.262 -6.011 0.807
H -1.509 -3.198 0.661
H 0.344 -3.107 0.333
H -4.066 0.320 -0.166
H -2.560 -0.159 2.515
H -2.374 -2.480 -2.510
H -4.498 -0.352 -2.216
H -5.062 -0.310 -4.034
H -4.279 2.201 -1.978
H -4.468 2.454 -3.887
H -7.592 2.444 -1.014
H -9.267 0.905 -3.563
H -10.910 -1.333 -3.635
H -10.707 -3.244 -1.566
H -8.908 -2.901 0.603
H -7.227 -0.587 0.631
H -3.654 -0.549 -7.336
H -1.773 1.895 -7.043
H 1.191 -1.282 -4.764
H -0.352 -0.422 -5.416
H -0.216 -3.019 -6.586
H 0.056 1.102 -1.612
H 1.489 0.271 -0.535
H 2.105 0.380 -3.692
H 1.795 2.041 -2.856
H 6.988 -1.501 -5.486
H 2.703 -1.759 -3.203
H 1.560 -3.667 -2.547
C 1.699 5.971 1.846
C 0.918 5.373 0.636
C -0.356 6.223 0.350
C -1.474 6.015 1.358
C -1.805 4.529 1.515
C -0.553 3.672 1.843
N 0.597 3.933 0.918
O 0.298 3.316 -0.312
C -0.128 3.948 3.315
C -0.975 2.170 1.866
C 1.890 5.563 -0.573
H 2.586 6.533 1.530
H 1.094 6.660 2.439
H 2.089 5.192 2.512
H -0.744 5.979 -0.649
H -0.095 7.289 0.317
H -1.206 6.449 2.325
H -2.373 6.551 1.025
H -2.563 4.413 2.293
H -2.263 4.177 0.583
H 0.799 3.417 3.564
H -0.895 3.600 4.020
H 0.015 5.007 3.537
H -1.420 1.841 0.922
H -1.730 1.981 2.641
H -0.117 1.521 2.086
H 2.810 4.975 -0.438
H 2.180 6.616 -0.679
H 1.438 5.276 -1.530
C 5.050 -2.561 2.797
C 4.731 -1.353 3.731
C 6.045 -0.610 4.112
C 6.901 -1.352 5.125
C 6.084 -1.733 6.362
C 4.791 -2.514 6.004
N 3.980 -1.847 4.935
O 3.340 -0.737 5.521
C 5.181 -3.954 5.560
C 3.978 -2.750 7.315
C 3.890 -0.391 2.832
H 4.807 -2.349 1.748
H 6.106 -2.840 2.817
H 4.453 -3.446 3.045
H 5.801 0.379 4.526
H 6.641 -0.418 3.211
H 7.346 -2.243 4.674
H 7.742 -0.716 5.432
H 6.712 -2.321 7.036
H 5.827 -0.814 6.903
H 4.300 -4.515 5.226
H 5.624 -4.518 6.391
H 5.924 -3.978 4.761
H 3.725 -1.818 7.830
H 4.550 -3.350 8.035
H 3.045 -3.293 7.110
H 2.937 -0.855 2.537
H 4.436 -0.138 1.914
H 3.669 0.563 3.324
*
```

Expectation value of S²: 2.010
HOMO level (alpha / beta), Ha: -0.3803 / -0.3869
Kohn-Sham gap (alpha / beta), eV: 6.20 / 6.38

Löwdin atomic charge list, values in e, 6 entries: number 1, C, carries -0.18; number 2, C, carries -0.49; number 3, S, carries 0.76; number 4, C, carries -0.38; number 5, C, carries -0.33; number 6, O, carries 0.03

***

(3)
The following is a quantum chemistry calculation of a 8-piece molecular cluster, C38H68O16 overall, from the Open Molecules 2025 dataset.

ORCA input file:
```
! wB97M-V def2-TZVPD RIJCOSX def2/J DEFGRID3
* xyz 0 1
O -3.397 6.642 -2.337
C -2.783 6.147 -3.256
O -3.337 5.128 -3.981
C -2.508 3.932 -3.776
C -2.910 3.310 -2.443
C -1.775 2.595 -1.654
C -0.470 3.371 -1.564
C -0.318 4.479 -0.754
C 0.899 5.137 -0.759
C 1.934 4.710 -1.540
C 1.796 3.598 -2.344
C 0.589 2.942 -2.353
H -1.771 6.516 -3.498
H -1.467 4.281 -3.812
H -2.638 3.267 -4.629
H -3.655 2.537 -2.670
H -3.398 4.010 -1.764
H -2.151 2.471 -0.637
H -1.583 1.578 -2.008
H -1.170 4.803 -0.164
H 1.010 6.024 -0.141
H 2.884 5.237 -1.560
H 2.583 3.231 -2.994
H 0.450 2.068 -2.983
O -0.168 2.335 -5.556
C -0.580 2.307 -6.683
O -1.449 1.345 -7.042
C -2.158 1.341 -8.285
C -1.348 0.687 -9.385
C -0.075 3.271 -7.730
H -2.484 2.348 -8.551
H -3.062 0.761 -8.105
H -0.428 1.237 -9.588
H -1.927 0.634 -10.307
H -1.059 -0.322 -9.092
H 0.830 2.865 -8.180
H 0.163 4.211 -7.239
H -0.801 3.498 -8.507
O -2.776 0.572 0.472
C -3.606 0.530 1.340
O -4.259 1.651 1.686
C -5.397 1.666 2.554
C -4.986 1.735 4.010
C -3.853 -0.741 2.112
H -6.055 0.820 2.348
H -5.955 2.563 2.289
H -4.417 0.855 4.309
H -5.864 1.811 4.652
H -4.349 2.603 4.180
H -3.149 -0.801 2.941
H -3.687 -1.580 1.441
H -4.871 -0.840 2.484
O -3.112 -2.391 5.764
C -1.933 -2.552 5.590
O -1.519 -3.289 4.547
C -0.152 -3.375 4.110
C 0.600 -4.454 4.861
C -0.910 -2.021 6.564
H 0.339 -2.405 4.170
H -0.198 -3.634 3.053
H 0.660 -4.234 5.928
H 1.614 -4.552 4.472
H 0.089 -5.412 4.758
H -0.766 -2.750 7.361
H -1.295 -1.098 6.992
H 0.048 -1.781 6.108
O -2.045 -6.178 1.507
C -3.184 -5.903 1.770
O -4.155 -6.799 1.507
C -5.501 -6.660 1.968
C -6.334 -5.832 1.012
C -3.561 -4.543 2.302
H -5.526 -6.269 2.986
H -5.900 -7.673 2.015
H -5.957 -4.812 0.932
H -7.372 -5.792 1.344
H -6.301 -6.265 0.011
H -3.719 -3.864 1.464
H -2.744 -4.169 2.912
H -4.441 -4.551 2.942
O 0.889 -0.837 2.424
C 1.150 -0.730 1.251
O 2.420 -0.902 0.853
C 2.823 -1.015 -0.524
C 3.055 0.345 -1.143
C 0.107 -0.322 0.242
H 2.107 -1.612 -1.090
H 3.756 -1.578 -0.513
H 2.137 0.935 -1.157
H 3.419 0.248 -2.165
H 3.787 0.909 -0.566
H 0.055 0.766 0.202
H -0.856 -0.708 0.567
H 0.283 -0.717 -0.756
O 6.226 -4.712 0.665
C 5.330 -4.630 1.459
O 4.822 -3.422 1.758
C 3.624 -3.230 2.525
C 3.914 -3.214 4.011
C 4.820 -5.845 2.199
H 2.866 -3.970 2.257
H 3.233 -2.262 2.219
H 4.317 -4.169 4.355
H 3.004 -3.002 4.575
H 4.657 -2.451 4.242
H 5.430 -6.002 3.088
H 4.918 -6.707 1.544
H 3.772 -5.781 2.481
O 6.131 1.678 -2.046
C 6.276 2.451 -1.141
O 5.277 3.305 -0.861
C 5.221 4.136 0.299
C 5.926 5.458 0.074
C 7.568 2.538 -0.364
H 5.596 3.613 1.180
H 4.160 4.310 0.474
H 6.991 5.317 -0.114
H 5.812 6.105 0.944
H 5.511 5.963 -0.798
H 8.248 3.215 -0.880
H 8.012 1.545 -0.332
H 7.441 2.859 0.667
*
```

SMILES: O=COCCCc1ccccc1.CCOC(C)=O.CCOC(C)=O.CCOC(C)=O.CCOC(C)=O.CCOC(C)=O.CCOC(C)=O.CCOC(C)=O
HOMO level, Ha: -0.3232
Kohn-Sham gap, eV: 9.37

Löwdin atomic charge list, values in e, 6 entries: number 1, O, carries 0.08; number 2, C, carries -0.34; number 3, O, carries -0.06; number 4, C, carries -0.15; number 5, C, carries -0.13; number 6, C, carries -0.14